# 1
101
Properties=species:S:1:pos:R:3:forces:R:3 method="wB97M-V/def2-TZVPD" homo_energy_ev="-5.19 / -5.19" de_lowest_kcal_mol=0.0 charge=-1 spin_multiplicity=2
V 0.290415 0.565148 -0.962362 -1.4893 0.2329 0.3742
C -4.850983 -3.745037 -1.786700 -0.0534 -0.0408 -0.0110
C -3.966356 -2.531054 -1.838297 0.0103 0.0567 0.0190
C -4.373074 -1.310846 -1.310104 0.0178 -0.0256 -0.0038
C -3.536841 -0.210128 -1.341669 0.0235 0.0209 0.0150
C -2.264602 -0.289027 -1.904480 -0.0552 -0.0728 0.0307
N -1.410292 0.834204 -1.910316 0.3827 -0.0008 0.3104
C -1.841753 1.990805 -2.555090 0.0012 0.0161 -0.1390
C -2.946042 1.940421 -3.429134 0.0358 -0.0159 0.0494
C -3.434563 3.055379 -4.075523 0.0017 0.0365 0.0046
C -2.852626 4.307037 -3.905210 0.0218 -0.0788 0.0190
C -3.369073 5.532306 -4.605038 -0.0537 0.0607 -0.0297
C -1.740235 4.362225 -3.085003 -0.0203 0.0255 -0.0085
C -1.214524 3.249291 -2.432497 -0.0092 0.1125 -0.0857
C 0.061027 3.440225 -1.635936 -0.0481 -0.6113 -0.0140
O 0.343654 2.335304 -0.882900 0.4900 0.0438 -0.0967
C 0.783642 4.629241 0.980194 -0.0220 0.0158 -0.0243
F 2.076672 4.340409 0.812567 -0.0244 0.0011 0.0006
F -0.972191 3.029347 1.258839 -0.0776 -0.0825 0.0653
F 0.739601 5.869727 1.559228 0.0152 -0.0047 -0.0257
C 1.280921 3.595986 -2.583407 -0.0103 0.2013 -0.0239
F 2.409669 3.839458 -1.920146 0.0397 -0.0504 0.0704
F 1.459168 2.444811 -3.263529 -0.0333 -0.0795 -0.0252
F 1.121566 4.569343 -3.486622 -0.0208 0.0624 -0.0066
C -1.828190 -1.526908 -2.390572 -0.0819 -0.0064 -0.0555
C -2.688214 -2.616109 -2.373375 0.0332 -0.0185 -0.0328
C -0.370666 -1.635086 -2.819472 0.0754 0.1777 0.2212
O 0.423564 -0.951045 -1.904805 0.5861 0.1949 -0.2732
C 0.180310 -3.088173 -2.782950 -0.1160 -0.0809 -0.0285
F 1.515948 -3.098743 -2.838809 0.0563 0.0267 -0.0285
F -0.165677 -3.715572 -1.665507 -0.0086 -0.0240 0.0918
F -0.277598 -3.812953 -3.821295 -0.0088 0.0165 -0.0548
C -0.144325 -1.057499 -4.255297 -0.0133 -0.0320 -0.0901
F 0.962388 -1.547830 -4.839510 -0.0023 0.0166 0.0555
F -1.178094 -1.352623 -5.052459 -0.0070 -0.0531 -0.0061
F -0.006692 0.268506 -4.239167 -0.0117 0.0023 0.0154
H -5.861803 -3.482763 -1.475322 0.0060 0.0078 0.0011
H -4.464249 -4.480376 -1.078314 0.0099 0.0097 -0.0001
H -4.913858 -4.231432 -2.761488 0.0110 0.0031 0.0023
H -5.355330 -1.220128 -0.860451 0.0015 -0.0116 0.0009
H -3.863561 0.737949 -0.931868 0.0181 0.0146 -0.0082
H -3.428388 0.990686 -3.606216 -0.0005 -0.0288 0.0129
H -4.289957 2.943432 -4.732744 0.0032 0.0120 -0.0025
H -4.328737 5.334421 -5.082926 0.0071 -0.0131 0.0025
H -2.678566 5.872956 -5.379697 0.0117 -0.0125 0.0090
H -3.510483 6.359875 -3.907510 0.0143 -0.0075 0.0046
H -1.245384 5.319758 -2.958508 0.0095 -0.0122 0.0043
H -2.356288 -3.571048 -2.758042 -0.0279 0.0069 -0.0011
C 2.272369 0.241925 3.239111 0.0113 -0.0206 0.0708
C 2.196773 0.788400 1.850361 0.0128 -0.0308 -0.0432
N 1.579249 1.846431 1.506986 -0.0338 0.0092 0.0478
N 0.972514 2.604911 2.443478 0.0280 -0.0683 -0.0355
C 0.090387 3.611246 1.984116 -0.0117 0.0756 0.0321
N -0.431246 4.292752 3.112105 -0.0064 -0.0779 0.0113
S -0.097380 4.960726 -0.586343 -0.0530 0.1253 -0.0479
C 2.949221 0.180056 0.727869 0.0605 0.0710 0.0166
C 4.229068 -0.315628 0.944440 -0.0567 -0.0169 -0.0162
C 4.989295 -0.715344 -0.135241 0.0199 -0.0269 -0.0252
C 4.455093 -0.614181 -1.411755 -0.0258 0.0161 0.0098
C 3.165722 -0.143718 -1.545097 -0.0201 0.0110 0.0524
N 2.416832 0.243792 -0.504210 0.0592 -0.2170 -0.0623
H 2.765254 0.943225 3.918833 -0.0063 0.0095 -0.0201
H 1.260278 0.062962 3.618652 -0.0031 -0.0014 0.0003
H 2.792317 -0.712425 3.280936 -0.0058 -0.0016 -0.0137
H 0.762543 2.212370 3.353620 0.0158 0.0294 0.0239
H -1.058259 3.672590 3.614413 -0.0349 0.0162 0.0084
H -0.952963 5.111800 2.833189 0.0198 0.0364 0.0124
H 4.615603 -0.385854 1.951155 0.0045 -0.0030 -0.0004
H 5.986747 -1.105535 0.019172 0.0000 0.0003 0.0060
H 5.009533 -0.911755 -2.289921 0.0146 -0.0002 0.0081
H 2.694211 -0.089828 -2.518031 0.0265 -0.0214 -0.0070
Br -3.680368 2.307526 4.450144 0.0075 0.0223 0.0026
C -3.307369 0.608315 3.699081 0.0272 -0.0198 -0.0261
C -3.926152 -0.520162 4.213138 -0.0262 0.0364 0.0345
N -3.699694 -1.739269 3.734288 0.0102 0.0197 -0.0161
C -2.837502 -1.859640 2.729206 0.0225 -0.0058 -0.0141
C -2.174192 -0.779058 2.156816 -0.0168 -0.0639 -0.0283
C -2.419952 0.492876 2.647512 -0.0009 -0.0182 0.0398
C -1.225195 -1.018418 1.018005 0.0594 0.0564 0.0577
O -1.084740 -2.126664 0.547239 -0.1432 0.0060 -0.0259
O -0.575397 0.059275 0.646909 0.2635 0.0381 -0.2525
H -4.625981 -0.432358 5.036438 0.0069 -0.0170 -0.0061
H -2.652209 -2.856171 2.347461 -0.0087 0.0055 0.0046
H -1.930110 1.349520 2.210193 0.0148 0.0427 -0.0366
N 1.786416 -2.629602 0.837215 -0.0528 0.0049 -0.1244
C 2.543712 -3.166272 1.883091 0.0447 0.0402 0.0518
C 3.885120 -3.503642 1.696925 -0.0372 0.0063 0.0083
C 4.673930 -3.871067 2.775599 0.1243 -0.0166 0.0058
C 4.151050 -3.919621 4.059737 -0.1076 0.0109 -0.0869
C 2.806816 -3.629121 4.238150 -0.0178 -0.0035 0.1068
C 2.006380 -3.259609 3.166872 0.0257 0.0112 -0.0464
S 5.195598 -4.363083 5.448619 0.0474 0.0134 0.0261
O 4.465207 -3.871270 6.608755 0.0140 0.0133 0.0026
O 5.303043 -5.812508 5.378148 -0.0056 -0.0169 -0.0170
O 6.445236 -3.663549 5.175331 -0.0181 0.0102 0.0067
H 0.784558 -2.751433 0.898942 0.0472 -0.0274 -0.0215
H 2.114337 -2.851484 -0.091573 0.0393 -0.0736 0.0317
H 4.310019 -3.465248 0.698489 -0.0112 0.0103 -0.0008
H 5.721801 -4.106801 2.632792 -0.0094 -0.0056 0.0094
H 2.402134 -3.672279 5.241617 0.0062 -0.0106 -0.0027
H 0.961014 -3.011979 3.326466 -0.0074 0.0061 -0.0163



# 2
104
Properties=species:S:1:pos:R:3:forces:R:3 method="wB97M-V/def2-TZVPD" homo_energy_ev=-10.50 de_lowest_kcal_mol=24.7 charge=+1
Ir 1.669185 -0.448484 -0.428167 0.7197 0.6163 -0.0379
Cl 7.539750 3.655293 -1.685991 0.0085 0.0080 0.0022
C 6.003963 3.008688 -1.288838 0.0016 -0.0493 -0.0136
C 5.698723 1.688276 -1.595541 -0.0296 0.0314 -0.0130
Cl 6.852480 0.672159 -2.350584 0.0064 0.0116 -0.0323
C 4.440516 1.187971 -1.278686 -0.0524 -0.0230 0.0166
Cl 4.053622 -0.452662 -1.683655 -0.1123 -0.1103 -0.0125
C 3.464085 1.939516 -0.634508 0.1741 -0.0459 0.0040
O 2.260236 1.488447 -0.323052 -0.1586 -0.0082 -0.0644
C 3.803705 3.263143 -0.313838 0.0829 0.0191 0.0064
Cl 2.649285 4.219983 0.530159 -0.0361 0.0118 -0.0311
C 5.043149 3.794262 -0.647748 -0.0201 0.0350 -0.0011
Cl 5.398154 5.427326 -0.269003 -0.0008 -0.0190 0.0178
C 0.842133 2.360364 4.410720 0.0531 -0.0140 -0.0287
C 0.493576 2.689122 2.975818 -0.0223 -0.0521 0.0009
N 0.926167 1.618908 2.073394 0.1049 0.0619 -0.0689
C 1.311714 0.392707 2.470889 -0.0620 0.0630 0.0044
N 1.846387 -0.450550 1.580389 -0.1699 -0.2254 0.0142
C 2.540273 -1.666502 2.051677 -0.0081 -0.0104 -0.0011
C 2.875477 -1.585393 3.522622 0.0135 0.0444 0.0053
C 1.605604 -1.240444 4.263439 -0.0305 -0.0591 -0.0177
N 1.121677 0.037980 3.755065 0.0509 0.0295 0.0084
C 0.412439 0.932649 4.666549 -0.0266 0.0345 -0.0214
H 0.338079 3.042608 5.093265 -0.0219 0.0136 -0.0261
H 1.918909 2.453565 4.566634 -0.0052 0.0020 0.0382
H 0.990671 3.602917 2.655129 -0.0663 0.0130 -0.0251
H -0.586545 2.834174 2.879089 -0.0066 -0.0266 0.0562
H 1.351907 1.909279 1.194959 0.0487 0.0143 0.0370
H 3.449381 -1.779781 1.463693 -0.0317 -0.0109 0.0168
H 1.919231 -2.536705 1.862130 -0.0326 0.0255 0.0245
H 3.631802 -0.820485 3.713708 0.0020 -0.0045 0.0226
H 3.272137 -2.545275 3.851089 -0.0037 -0.0092 -0.0239
H 1.781615 -1.125456 5.331677 -0.0112 0.0180 -0.0010
H 0.850522 -2.022853 4.129922 0.0116 -0.0026 -0.0014
H 0.633948 0.617009 5.683637 0.0400 0.0029 -0.0095
H -0.667444 0.830010 4.512000 -0.0108 -0.0090 0.0534
F 4.266710 -3.088394 -0.163297 0.0143 -0.0084 -0.0521
C 3.635416 -3.744219 -1.147378 0.0147 0.0704 0.0196
F 3.941829 -3.114421 -2.297585 0.0031 -0.0034 0.0271
F 4.143859 -4.968827 -1.203180 0.0095 0.0327 0.0149
C 2.083044 -3.714581 -0.920078 -0.0028 -0.0151 0.0588
O 1.653809 -2.522999 -0.427850 -0.3545 0.0245 -0.1031
C 1.427278 -4.151565 -2.281870 0.0735 -0.0496 -0.0233
F 2.218032 -4.973942 -2.979989 -0.0481 -0.0382 0.0582
F 0.265600 -4.771772 -2.114067 -0.0269 0.0903 -0.0109
F 1.220099 -3.066514 -3.044740 0.0479 -0.0237 -0.0429
C 1.752170 -4.811518 0.150895 0.1235 -0.0911 -0.0258
F 0.513406 -4.695233 0.607102 0.0329 0.0258 0.0313
F 2.579553 -4.675625 1.207085 0.0048 -0.0398 -0.0316
F 1.910691 -6.047451 -0.330169 -0.0407 0.0331 0.0164
C -5.147956 -4.451772 -0.662467 -0.0028 0.0003 -0.0083
N -3.726861 -4.169792 -0.655950 0.0240 0.0285 0.0169
C -3.182668 -2.946947 -0.600444 -0.0601 0.0200 -0.0295
N -4.038227 -1.906865 -0.549664 0.0104 0.0157 0.0466
S -1.513814 -2.738197 -0.588866 -0.1821 -0.2125 0.0047
H -5.288345 -5.523745 -0.763375 -0.0012 0.0000 0.0048
H -5.643830 -3.970112 -1.508639 -0.0007 -0.0110 -0.0048
H -5.625407 -4.132920 0.267420 -0.0026 0.0019 -0.0030
H -3.065511 -4.927359 -0.672139 -0.0052 0.0005 -0.0158
H -5.036400 -2.017829 -0.581942 -0.0047 -0.0095 -0.0004
H -3.652694 -0.979932 -0.545953 0.0037 -0.0011 -0.0080
F -2.654946 -1.817494 -6.519971 -0.0109 0.0180 0.0054
C -3.349224 -1.004574 -5.716938 0.0063 0.0221 -0.0205
F -4.469629 -1.656043 -5.350802 0.0112 0.0072 -0.0033
F -3.733301 0.058956 -6.440786 0.0045 -0.0097 0.0101
C -2.559069 -0.587148 -4.503859 0.0388 -0.0737 0.0208
C -1.329244 -1.157777 -4.226029 -0.0125 0.0298 -0.0505
C -0.670233 -0.813114 -3.056217 0.1117 0.0691 -0.0369
C -1.226170 0.095390 -2.177014 0.0046 0.0686 0.0298
C -2.429532 0.723495 -2.499998 -0.0248 -0.0298 -0.0435
C -3.104979 0.365764 -3.651524 -0.0077 0.0144 0.0170
P -0.376269 0.553846 -0.636727 -0.1998 -0.1741 0.2839
C -1.556290 0.373453 0.750030 0.0415 -0.0447 -0.0332
C -1.368749 -0.645515 1.686097 0.0600 0.0019 -0.0117
C -2.268681 -0.828073 2.715697 -0.0322 0.0388 0.0259
C -3.380292 0.001741 2.820756 0.0479 -0.0319 0.0180
C -3.589819 1.009273 1.899211 -0.0111 -0.0143 -0.0401
C -2.675515 1.193662 0.866553 -0.0380 0.0375 -0.0176
C -4.318865 -0.200966 3.980673 0.0015 -0.0020 0.0137
F -5.424571 0.543612 3.877832 0.0031 -0.0029 -0.0026
F -3.714025 0.129089 5.139685 -0.0091 -0.0042 -0.0153
F -4.695251 -1.484273 4.086429 -0.0007 0.0100 -0.0045
C -0.238124 2.349875 -0.960235 0.1587 -0.0134 0.0728
C 0.314128 2.717176 -2.187573 -0.0287 0.0026 -0.0223
C 0.425036 4.049149 -2.542866 0.0115 -0.0005 0.0123
C -0.032737 5.027803 -1.672789 -0.0586 0.0098 -0.0242
C -0.566370 4.679302 -0.443977 0.0143 0.0085 0.0107
C -0.649413 3.344043 -0.081256 -0.0437 0.0143 -0.0549
C 0.021114 6.487871 -2.044617 0.0535 -0.0040 0.0248
F 0.615631 6.687322 -3.225683 -0.0013 0.0020 0.0129
F -1.214715 7.009867 -2.115190 0.0089 -0.0021 -0.0015
F 0.695789 7.194157 -1.121460 -0.0075 -0.0055 -0.0094
H -0.891230 -1.876245 -4.904070 -0.0120 -0.0227 0.0075
H 0.273986 -1.279094 -2.826749 -0.0136 -0.0549 0.0481
H -2.841789 1.502361 -1.873466 -0.0128 -0.0194 0.0249
H -4.048859 0.835521 -3.896034 -0.0001 -0.0026 -0.0096
H -0.521187 -1.308095 1.599296 -0.0163 -0.0388 -0.0427
H -2.119730 -1.628780 3.429309 -0.0038 0.0001 0.0012
H -4.458380 1.648588 1.974592 0.0128 0.0157 0.0149
H -2.852930 2.000735 0.170777 -0.0109 -0.0277 -0.0298
H 0.655935 1.958216 -2.881937 -0.0108 0.0000 -0.0089
H 0.857734 4.326511 -3.493676 -0.0153 -0.0027 -0.0105
H -0.905722 5.449713 0.236877 -0.0150 0.0003 -0.0037
H -1.049815 3.091448 0.886735 -0.0221 -0.0054 0.0045